[1]
{
  "formula": "C8H10F2Si",
  "method": "wB97M-V/def2-TZVPD",
  "orbital_gap_ev": 8.60,
  "multiplicity": 1,
  "smiles": "C=[SiH]c1ccccc1.FCF",
  "lumo_ev": 0.1,
  "relative_energy_ev": 1.504,
  "elements": ["C", "Si", "C", "C", "C", "C", "C", "C", "H", "H", "H", "H", "H", "H", "H", "H", "F", "C", "F", "H", "H"],
  "coordinates": [[1.39002, 3.18612, 0.40947], [1.09565, 1.95461, -0.77556], [1.03318, 0.04275, -0.31582], [0.68496, -0.36206, 0.96426], [0.51566, -1.72764, 1.25071], [0.82531, -2.68058, 0.32054], [1.11423, -2.28557, -0.96216], [1.31583, -0.90484, -1.20521], [2.21745, 2.92010, 1.12732], [1.29940, 4.17328, 0.00535], [0.35699, 2.00754, -1.93990], [0.37363, 0.12154, 1.87925], [0.21820, -2.02036, 2.23519], [0.92959, -3.81755, 0.51324], [1.33418, -2.87537, -1.86597], [1.61634, -0.78301, -2.22648], [-4.38392, 0.23878, -0.43651], [-3.26427, 0.64286, 0.16539], [-2.42162, 0.89655, -0.84392], [-3.45619, 1.43836, 0.88078], [-2.79463, -0.16552, 0.82007]],
  "forces_ev_per_angstrom": [[1.3, -1.7, -0.8], [0.5, -1.7, 3.0], [0.5, 4.2, 1.7], [-1.4, -2.3, 1.3], [0.8, 0.7, 0.0], [0.3, -3.5, -0.9], [1.2, 1.6, -0.8], [-0.5, -3.4, -2.1], [-1.2, 0.7, -0.4], [0.1, 0.7, 0.4], [-1.1, 0.6, -1.9], [0.3, 1.6, -0.6], [-0.1, -0.1, 0.5], [-0.7, 2.0, 0.1], [-0.2, -0.5, 1.1], [0.1, 1.0, -0.4], [-1.1, -0.4, 0.2], [1.1, -1.9, 1.7], [0.9, 0.9, -0.1], [-0.1, 0.9, -0.7], [-0.7, 0.4, -1.1]]
}


[2]
{
  "formula": "C24H44O3P2SY",
  "method": "wB97M-V/def2-TZVPD",
  "orbital_gap_ev": [3.71, 3.68],
  "multiplicity": 1,
  "total_charge": 1,
  "lumo_ev": [-3.5, -3.4],
  "relative_energy_ev": 0.687,
  "elements": ["Y", "C", "C", "C", "C", "C", "C", "H", "H", "H", "C", "H", "H", "H", "C", "H", "H", "H", "C", "H", "H", "H", "C", "H", "H", "H", "C", "C", "C", "C", "C", "C", "C", "C", "H", "H", "H", "H", "H", "H", "H", "H", "H", "H", "H", "H", "P", "C", "C", "P", "C", "C", "C", "H", "H", "H", "H", "H", "H", "H", "H", "H", "H", "H", "H", "H", "H", "C", "S", "O", "O", "O", "H", "H", "H"],
  "coordinates": [[-0.90875, -0.41890, 2.03015], [-0.39262, -2.77339, 1.55657], [0.80179, -2.19188, 2.08787], [-0.80762, -2.17434, 3.74468], [-1.37485, -2.79305, 2.59742], [0.53622, -1.81123, 3.44378], [-0.49396, -3.58787, 0.31369], [0.09774, -3.15956, -0.49966], [-1.52853, -3.66724, -0.03189], [-0.13574, -4.61495, 0.46994], [-2.55310, -3.70660, 2.64849], [-2.62474, -4.30825, 1.74121], [-3.48407, -3.14646, 2.78815], [-2.46212, -4.40926, 3.49151], [-1.48763, -2.09793, 5.07142], [-1.86536, -3.07747, 5.39470], [-2.34677, -1.41390, 5.03949], [-0.77769, -1.77022, 5.83166], [1.51925, -1.27396, 4.43415], [1.66678, -1.96980, 5.26996], [1.17315, -0.33025, 4.86798], [2.49184, -1.13603, 3.95648], [2.15395, -2.20764, 1.45051], [2.93180, -2.44759, 2.18551], [2.40612, -1.21767, 1.04663], [2.22140, -2.95468, 0.64822], [-0.77575, -0.78307, -2.98025], [0.10905, -1.76018, -2.70625], [1.42972, -1.55065, -2.03102], [2.31232, -0.39090, -2.57890], [2.22889, 0.92340, -1.94328], [1.34735, 1.27624, -0.82593], [-0.10603, 0.69279, -0.95700], [-0.55975, 0.60559, -2.44372], [1.99121, -2.49320, -2.14393], [2.19948, -0.30788, -3.67554], [1.32733, -1.42118, -0.94100], [0.28984, 1.07028, -3.08389], [-1.69403, -0.96726, -3.56034], [-0.11926, -2.80700, -2.96370], [-1.50031, 1.17575, -2.55917], [-0.11260, -0.33191, -0.52798], [1.79447, 0.91814, 0.12647], [-0.80894, 1.36531, -0.40619], [3.35795, -0.70968, -2.45692], [3.18678, 1.45355, -1.95325], [0.78321, 2.61092, -3.42725], [-0.32306, 3.03045, -4.78050], [2.46229, 2.66031, -4.06031], [1.12723, 3.08702, -0.46956], [0.42709, 3.71950, -2.05129], [2.79598, 3.77086, -0.39663], [0.14464, 3.94656, 0.77954], [-1.23660, 3.50930, -4.40811], [-0.60018, 2.11628, -5.32213], [0.18414, 3.71632, -5.47417], [2.58170, 3.51733, -4.73333], [2.65549, 1.71843, -4.59224], [3.23209, 2.78611, -3.29003], [0.01008, 5.00218, 0.47195], [0.66708, 3.91781, 1.74001], [-0.85763, 3.51173, 0.89718], [-0.67147, 3.85829, -1.97720], [0.86635, 4.70821, -2.28311], [2.99753, 3.99074, 0.66362], [2.83908, 4.70097, -0.97613], [3.56052, 3.07631, -0.75570], [-4.99082, -1.15144, 1.80038], [-3.71157, 0.08131, 1.56946], [-2.70096, -0.56799, 0.62987], [-4.23150, 1.32152, 1.07910], [-2.92907, 0.19665, 2.88383], [-5.94067, -0.67454, 1.51958], [-4.99586, -1.44875, 2.85253], [-4.79931, -2.01035, 1.14383]],
  "forces_ev_per_angstrom": [[-0.8, 1.6, -1.2], [0.4, -0.9, 1.0], [-0.3, -0.8, 0.7], [0.1, -0.7, -0.2], [1.2, -0.6, 0.2], [-0.1, -0.8, -0.2], [0.0, 0.0, -0.7], [-0.2, -0.1, 0.1], [0.2, 0.1, 0.0], [0.0, 0.2, 0.1], [-0.6, 0.3, 0.0], [-0.1, 0.1, 0.1], [0.0, -0.3, 0.0], [0.1, 0.3, -0.2], [-0.1, 0.2, 0.2], [0.1, 0.2, -0.2], [0.2, -0.1, 0.2], [-0.2, 0.1, 0.1], [0.1, 0.1, 0.0], [-0.1, 0.1, -0.2], [0.3, 0.0, 0.0], [-0.1, 0.2, 0.2], [0.4, 0.3, -0.2], [-0.2, 0.0, -0.1], [0.2, -0.2, -0.1], [-0.1, 0.3, 0.2], [0.0, -0.3, 1.1], [-1.0, -0.3, -0.5], [0.6, -0.2, 0.0], [0.1, -1.2, -0.3], [0.2, 2.6, 1.6], [-0.7, -1.1, 0.6], [0.2, 0.2, -0.4], [-1.6, -2.6, 0.8], [-0.1, 0.3, 0.0], [-0.3, -0.2, 0.0], [0.2, -0.1, -0.4], [-1.5, -0.8, 0.9], [0.5, -0.1, 0.3], [0.1, 0.6, -0.2], [0.6, 0.0, -0.2], [-0.2, 0.5, 0.0], [-0.4, -0.3, 1.4], [0.1, -0.5, 0.0], [-0.1, -0.1, -0.1], [-0.3, -0.3, 0.3], [1.8, -0.2, -1.3], [-0.1, 1.2, -0.6], [0.9, 2.0, -0.8], [0.8, 0.6, -3.2], [0.2, 1.1, 0.1], [0.1, 0.4, 0.7], [-0.2, -0.3, 0.7], [0.1, -0.1, -0.2], [0.1, 0.2, 0.2], [-0.4, -0.1, -0.1], [0.3, -0.2, -0.4], [-0.1, 0.3, 0.2], [-0.4, 0.0, -0.3], [0.3, -0.6, 0.0], [-0.2, 0.0, 0.0], [0.3, 0.0, -0.1], [0.5, -0.2, 0.0], [-0.3, -0.1, 0.5], [0.2, 0.1, -0.3], [0.0, -0.2, 0.2], [-0.3, 0.0, 0.0], [-0.3, 0.3, -0.1], [1.2, -0.4, -0.2], [-0.6, 0.6, 0.7], [-0.1, -0.5, 0.4], [-0.7, 0.0, -1.0], [0.3, -0.2, 0.2], [0.0, 0.1, -0.2], [0.1, 0.4, 0.2]]
}


[3]
{
  "formula": "C2H9N4O",
  "method": "wB97M-V/def2-TZVPD",
  "orbital_gap_ev": 8.81,
  "multiplicity": 1,
  "total_charge": 1,
  "lumo_ev": -4.0,
  "relative_energy_ev": 6.459,
  "elements": ["C", "C", "N", "N", "N", "N", "O", "H", "H", "H", "H", "H", "H", "H", "H", "H"],
  "coordinates": [[-0.78598, -0.93680, -0.46427], [1.98358, 0.32737, 0.61243], [0.09649, -1.22939, -1.35594], [-1.58441, -1.71463, 0.16547], [-0.26513, 0.95094, 0.39669], [-0.95519, 1.98681, -0.03604], [0.94673, 1.03396, -0.14887], [2.29542, 0.99222, 1.44004], [2.82838, 0.12382, 0.01508], [1.50396, -0.61326, 0.93866], [0.18840, -2.10744, -1.80401], [-1.85921, 2.02920, 0.19535], [-1.69847, -2.66039, 0.08353], [-0.72274, 2.47955, -0.80618], [-2.39184, -1.31118, 0.60471], [0.62802, -0.49965, -1.62163]],
  "forces_ev_per_angstrom": [[0.6, 2.6, 0.4], [-1.9, 0.2, 1.6], [-1.9, -2.5, 1.1], [-1.4, 1.5, 0.8], [-0.4, -0.8, 0.1], [2.8, -2.0, 1.7], [1.0, 0.5, -0.7], [-0.3, -0.6, -0.3], [0.6, 0.0, -1.2], [0.6, 0.4, 0.2], [0.3, -0.9, -0.5], [-4.0, -0.1, 1.6], [0.1, -3.1, -0.7], [1.5, 1.6, -3.2], [0.1, 0.4, 0.5], [2.5, 2.8, -1.5]]
}


[4]
{
  "formula": "C2H3Cl2O4P",
  "method": "wB97M-V/def2-TZVPD",
  "orbital_gap_ev": 7.14,
  "multiplicity": 1,
  "total_charge": -2,
  "lumo_ev": 4.9,
  "elements": ["C", "C", "O", "O", "O", "O", "P", "Cl", "Cl", "H", "H", "H"],
  "coordinates": [[-0.09114, 1.28100, -1.29878], [-1.47395, -1.55414, 0.31949], [-2.92946, 0.73149, 1.06364], [-0.87183, 1.30866, -0.24864], [-0.69669, 0.30806, 2.08541], [-0.06804, 1.99883, -2.29935], [-1.63220, 0.11082, 0.78236], [9.73314, -1.39627, -0.05592], [-2.56831, -1.60234, -1.16761], [0.90923, 0.62573, -1.10717], [-0.48626, -1.72597, -0.18159], [0.17551, -0.08588, 2.10815]],
  "forces_ev_per_angstrom": [[3.6, -0.2, -0.7], [0.6, 0.6, -1.2], [-0.1, -0.2, -0.1], [-0.8, 0.2, -0.7], [0.0, 0.4, 0.2], [-1.0, -1.2, 2.1], [0.5, 0.3, 0.6], [0.1, 0.0, 0.0], [-0.3, -0.4, -0.2], [-2.1, 0.7, -0.5], [-0.4, 0.1, 0.8], [0.1, -0.3, -0.3]]
}


no.,electronic energy (a.u.),maximum force (eV/A)
1,-799.935840,4.56
2,-2285.431417,3.36
3,-375.460141,4.30
4,-1640.832178,3.71